(1)
DFT (ωB97M-V/def2-TZVPD) results for the molecule CH2N2OS2 at a distorted geometry.

Properties
- Relative energy (zero: lowest compared OMol25 entry of this formula, charge and spin): 186.78 kJ/mol
- SMILES: O=NNC(=S)S
- 2S+1: 1
- LUMO energy: -0.874 eV
- Kohn-Sham gap: 8.80 eV

Structure (XYZ):
```
8
Properties=species:S:1:pos:R:3:forces:R:3:nbo_charge:R:1
C -0.39933 -0.04535 -0.13739 3.68 -1.47 -0.30 -0.22
N 2.11562 0.02438 -0.14810 1.23 0.26 0.03 0.22
N 1.08420 -0.74198 -0.25990 -4.61 0.75 0.17 -0.42
O 3.20982 -0.50677 -0.23470 -0.63 0.03 0.01 -0.38
S -1.71922 -0.92932 -0.28368 0.14 -0.03 0.02 0.09
S -0.08601 1.61959 0.12855 -0.14 0.44 0.10 0.18
H 1.08277 -1.75514 -0.40190 0.38 0.18 0.01 0.40
H -1.38059 1.96676 0.21974 -0.05 -0.17 -0.05 0.14
```
Positions in Å, forces in eV/Å.


(2)
DFT (ωB97M-V/def2-TZVPD) results for a structure of composition C16H40I4N8O15Si2 at a distorted geometry.

Properties
- 2S+1: 1
- LUMO energy: -0.869 eV
- Kohn-Sham gap: 8.00 eV

Structure (XYZ):
```
85
Properties=species:S:1:pos:R:3:forces:R:3:mulliken_charge:R:1
C 1.74442 3.72522 -0.10536 -0.33 -0.42 -0.85 -0.88
C 0.67405 3.34096 -1.32961 1.30 -0.74 0.59 -0.04
C 1.47861 2.22701 -2.27677 -0.05 1.12 0.28 -0.39
N 1.21860 0.87889 -1.63848 1.40 -0.89 -0.67 0.16
Si 2.00307 -0.44830 -2.61841 -1.00 0.06 1.51 0.10
O 0.91781 -1.84394 -2.49752 -0.72 2.54 -0.41 -0.19
Si -0.76177 -1.38222 -2.75259 1.57 -0.07 0.80 0.51
C -1.92949 -1.71806 -1.25589 -1.75 -0.78 0.16 -0.47
I -0.94134 -1.56977 0.71012 0.72 -0.25 -1.10 0.13
C -3.25190 -0.72289 -1.19066 1.05 0.33 -0.84 -0.64
C -2.88066 0.87645 -1.11521 -0.89 0.18 -0.10 -0.77
I -4.22429 -1.19179 0.76191 -0.88 0.40 -1.17 0.02
C 3.77476 -0.75755 -1.92282 0.86 -2.68 4.43 0.22
I 5.53833 -0.14455 -3.07893 -1.61 -0.16 0.75 0.02
C 3.97676 -1.40499 -0.59797 -1.01 1.48 -3.31 -0.24
C 2.80113 -1.96654 0.40382 1.32 -0.32 0.61 -0.64
I 6.06310 -1.65990 0.15335 -1.87 0.09 -0.31 -0.03
H 2.36468 4.67285 -0.44559 -1.21 -2.03 1.05 0.25
H 2.45320 2.78358 -0.01721 -1.21 2.09 0.01 0.20
H 1.19775 3.85689 0.92362 1.16 0.06 -2.06 0.31
H 0.31398 4.27935 -1.93029 0.67 -1.88 1.24 0.31
H -0.20058 2.75694 -0.81103 1.42 1.23 -1.35 -0.07
H 1.11883 2.27895 -3.40449 0.63 -0.40 2.50 0.00
H 2.65617 2.40252 -2.25768 -2.40 0.23 -0.18 0.27
H 1.56752 0.84793 -0.63820 -0.54 0.27 -1.58 0.19
H 2.10585 0.02317 -4.02253 -0.05 -0.30 0.31 -0.16
H -0.86042 0.04225 -3.10536 0.09 -0.08 -0.08 -0.22
H -1.25674 -2.14230 -3.90046 -0.08 -0.39 -0.05 -0.23
H -2.28767 -2.84634 -1.35771 0.61 2.39 0.49 0.44
H -4.01222 -0.97410 -2.07446 1.65 0.53 2.10 0.44
H -3.92084 1.45764 -1.04430 2.39 -1.23 0.09 0.34
H -2.20518 1.08519 -0.18072 -1.43 -0.40 -1.79 0.19
H -2.34132 1.30270 -2.06256 -0.94 -1.16 1.70 0.28
H 1.87949 -2.44605 -0.13461 1.82 1.34 0.81 0.01
H 2.50653 -1.10683 1.17525 0.48 -1.86 -1.82 0.24
H 3.30985 -2.83208 1.04981 -1.14 1.95 -1.42 0.40
C 2.52511 2.95294 -7.37287 0.18 0.26 -0.17 -0.73
N 1.72961 2.67260 -6.14715 -0.48 -0.08 0.75 0.82
O 1.39404 3.64159 -5.45625 0.31 -1.52 -0.76 -0.51
O 1.46456 1.48764 -5.91333 0.20 1.76 -0.17 -0.46
H 2.68297 4.03064 -7.45282 -0.12 -0.28 0.14 0.30
H 3.47836 2.42981 -7.27389 -0.23 -0.08 -0.06 0.28
H 1.95533 2.58231 -8.22751 0.16 -0.08 0.21 0.28
C -3.34343 -1.05335 4.63196 -0.02 -0.30 -0.14 -0.69
N -2.38636 -0.08089 5.22534 0.95 0.39 0.21 0.93
O -1.18090 -0.33046 5.10928 -1.79 0.64 0.33 -0.50
O -2.87240 0.90553 5.79086 0.72 -1.28 -1.02 -0.62
H -2.77979 -1.86659 4.16969 -0.03 0.28 0.13 0.29
H -3.97298 -1.43111 5.44012 0.05 0.20 -0.13 0.33
H -3.93416 -0.52002 3.88427 0.05 -0.02 0.24 0.18
C -1.97489 1.63546 8.56704 -0.03 0.27 -0.08 -0.25
N -2.77039 1.35511 9.79275 -0.33 -0.42 0.60 0.91
O -3.10596 2.32410 10.48365 0.18 -1.42 -0.58 -0.55
O -3.03544 0.17015 10.02658 0.23 1.86 -0.09 -0.55
H -1.81703 2.71316 8.48709 -0.04 -0.36 0.10 0.12
H -1.02164 1.11232 8.66602 -0.23 -0.02 -0.05 0.28
H -2.54467 1.26482 7.71239 0.26 0.00 0.40 0.11
C 5.47148 -2.28139 -6.14912 0.12 -0.08 -0.51 -0.43
N 5.48211 -1.52354 -7.42948 0.26 0.21 -0.92 0.88
O 5.76067 -2.15230 -8.45707 -0.46 1.21 1.24 -0.54
O 5.21046 -0.31883 -7.36664 0.33 -1.44 -0.34 -0.53
H 5.72694 -3.32343 -6.35320 -0.13 0.37 -0.10 0.30
H 6.21227 -1.82471 -5.48969 -0.32 -0.03 -0.09 0.13
H 4.46605 -2.20594 -5.72979 0.54 0.42 -0.39 0.16
C 2.22222 -4.34318 -3.80867 -0.27 -0.16 -0.13 -0.60
N 3.48111 -4.32310 -4.60148 0.49 -0.47 -0.48 0.90
O 3.59033 -5.15326 -5.51131 0.23 1.38 1.21 -0.54
O 4.32404 -3.47442 -4.28797 -1.23 -1.76 0.30 -0.50
H 1.57573 -5.13546 -4.19220 0.29 0.15 0.00 0.35
H 2.49120 -4.53482 -2.76795 -0.01 0.24 -0.17 0.28
H 1.74534 -3.36746 -3.92262 0.19 -0.19 0.21 0.15
C -6.97809 -3.81835 0.30425 0.07 0.30 -0.13 -0.32
N -6.62516 -5.17157 -0.20370 0.22 -1.03 -0.36 0.85
O -5.65279 -5.25533 -0.96287 -1.35 -0.10 1.02 -0.51
O -7.33434 -6.11145 0.17414 1.16 1.28 -0.65 -0.52
H -6.27399 -3.09184 -0.10707 -0.18 -0.33 0.10 -0.09
H -7.99571 -3.59801 -0.02447 0.12 -0.15 0.18 0.27
H -6.90993 -3.84713 1.39373 -0.13 -0.05 -0.20 0.28
C -1.84920 5.30126 10.33871 -0.37 -0.14 -0.06 -0.63
N -0.59031 5.32135 9.54589 0.92 0.25 -0.37 0.88
O -0.48109 4.49119 8.63607 0.18 1.23 1.09 -0.54
O 0.25262 6.17003 9.85941 -1.16 -1.41 -0.66 -0.53
H -2.49569 4.50899 9.95517 0.28 0.19 0.13 0.24
H -1.58023 5.10964 11.37943 -0.03 0.14 -0.20 0.27
H -2.32608 6.27699 10.22476 0.23 -0.10 0.12 0.28
```
Positions in Å, forces in eV/Å.


(3)
DFT (ωB97M-V/def2-TZVPD) results for a structure of composition C2H2ClNO2S2 at a distorted geometry.

Properties
- Relative energy (zero: lowest compared OMol25 entry of this formula, charge and spin): 394.90 kJ/mol
- 2S+1: 1
- LUMO energy: -0.686 eV
- Kohn-Sham gap: 8.82 eV

Structure (XYZ):
```
10
Properties=species:S:1:pos:R:3:forces:R:3:nbo_charge:R:1
C -0.43990 -0.89905 0.37910 -1.72 -2.52 0.14 -0.41
C 0.74495 -1.20757 -0.06110 0.53 2.86 -0.84 -0.33
N -0.84518 1.32405 1.37697 0.55 -1.86 -1.74 -0.84
O -0.24052 0.70013 -1.37644 0.36 1.07 -0.79 -0.87
O 2.28736 0.05944 -1.93588 -2.40 0.67 1.48 -0.88
S -1.24165 0.61301 -0.02626 -0.04 0.87 1.91 1.26
S 1.30207 0.43358 -0.85685 3.30 -1.63 -1.09 1.44
Cl -1.79748 2.60881 1.86536 -0.77 1.03 -0.12 0.13
H -1.20049 -1.60161 0.68725 0.26 -0.22 0.82 0.24
H 1.43084 -2.03079 -0.05215 -0.08 -0.29 0.24 0.26
```
Positions in Å, forces in eV/Å.


(4)
DFT (ωB97M-V/def2-TZVPD) results for a cluster of 2 separate species, H2N2S in total at a distorted geometry.

Properties
- Relative energy (zero: lowest compared OMol25 entry of this formula, charge and spin): 155.79 kJ/mol
- SMILES: N1=NS1.[H][H]
- 2S+1: 1
- LUMO energy: -0.895 eV
- Kohn-Sham gap: 8.39 eV

Structure (XYZ):
```
5
Properties=species:S:1:pos:R:3:forces:R:3:nbo_charge:R:1
N 0.64908 0.49335 0.85258 1.81 1.80 -5.98 -0.11
N 0.99078 0.84985 -0.37333 -2.96 2.02 5.79 -0.22
S 1.55949 -0.64996 -0.28113 1.36 -3.71 0.24 0.33
H -1.60236 -0.17594 -0.38482 -0.14 1.75 -3.05 0.00
H -1.59699 -0.51730 0.18669 -0.07 -1.86 3.01 0.00
```
Positions in Å, forces in eV/Å.


(5)
DFT (ωB97M-V/def2-TZVPD) results for a cluster of 4 separate species, C22H39Cl2N2O7 in total at a distorted geometry.

Properties
- 2S+1: 1
- Total charge: +1
- LUMO energy: -4.331 eV
- Kohn-Sham gap: 7.30 eV

Structure (XYZ):
```
72
Properties=species:S:1:pos:R:3:forces:R:3:mulliken_charge:R:1
C -0.13086 -4.56851 3.10210 -0.64 0.04 -0.15 -0.60
O -1.07034 -3.52576 3.35745 0.49 -0.09 -0.33 -0.37
C -1.61584 -3.01155 2.16702 -0.26 0.60 0.43 -0.48
C -1.46201 -1.47466 2.12998 -0.52 -1.24 -0.31 -0.76
C -1.93650 -0.96630 0.76793 0.34 0.86 0.76 0.28
N -0.81563 -0.81302 -0.19567 0.28 -0.26 -0.17 0.75
C -0.74903 0.22783 -0.98632 -1.41 1.58 -0.05 -0.46
C 0.21765 0.46501 -1.94198 0.74 -0.61 0.06 0.67
C 0.21002 1.69204 -2.81849 0.84 0.05 0.34 -0.62
C -0.67212 2.78202 -2.23835 -2.02 -0.03 -0.30 0.10
O -1.87031 2.61469 -2.24388 0.99 0.35 0.05 -0.52
O -0.16082 3.94093 -1.74417 0.60 -0.91 -0.10 -0.31
C 1.18049 3.84544 -1.33278 1.79 0.14 0.43 0.61
C 2.17175 4.59891 -2.19388 -0.83 0.33 0.03 -1.00
O 1.51638 3.21705 -0.36834 -1.03 0.09 -0.68 -0.46
C 1.21732 -0.49332 -2.01622 -0.92 0.63 0.03 0.77
C 2.33782 -0.39786 -2.98645 0.09 -0.20 -0.30 -2.03
C 1.06674 -1.54605 -1.09305 1.60 -1.76 -0.80 0.22
C 2.14482 -2.59496 -1.08343 -0.01 0.73 0.47 -0.35
Cl 1.88493 -4.12190 -1.84510 -0.27 0.29 -0.01 -0.20
C 3.30007 -2.30112 -0.49756 0.53 -0.44 -0.09 0.74
C 4.49634 -3.19368 -0.41932 0.10 0.51 0.56 -1.47
Cl 3.51190 -0.72557 0.24646 -0.10 -0.33 -0.16 -0.14
N 0.11259 -1.74371 -0.23431 -0.59 0.04 0.31 -0.75
H 0.18168 -4.95223 4.06824 0.17 -0.01 -0.07 0.26
H 0.71170 -4.21202 2.49931 0.10 0.05 0.22 0.20
H -0.63681 -5.35492 2.52981 0.18 -0.16 0.15 0.31
H -1.18497 -3.45855 1.26703 0.08 -0.10 0.13 0.42
H -2.69582 -3.20910 2.18708 0.06 -0.15 -0.26 0.24
H -2.14489 -1.09920 2.89153 0.18 0.30 0.01 0.35
H -0.44310 -1.17743 2.37610 -0.02 0.10 -0.12 0.31
H -2.32026 0.04358 0.90853 -0.16 -0.04 -0.30 -0.28
H -2.71557 -1.57736 0.31277 0.12 -0.12 -0.01 0.32
H -1.53412 0.96562 -0.87260 -0.13 -0.23 0.13 0.69
H -0.13588 1.40265 -3.81270 -0.37 0.24 0.06 0.52
H 1.25277 1.98767 -2.95718 -0.14 0.23 0.11 0.56
H 3.10904 4.05552 -2.27117 -0.09 -0.15 0.02 0.34
H 2.39784 5.54962 -1.70547 -0.06 -0.01 0.02 0.36
H 1.72917 4.82455 -3.16326 0.21 -0.03 -0.04 0.32
H 2.55657 -1.35838 -3.45471 -0.02 -0.06 0.17 0.38
H 2.08868 0.29404 -3.78836 0.11 -0.01 0.04 0.55
H 3.24839 -0.05869 -2.48727 -0.03 0.02 0.01 0.34
H 5.27244 -2.91716 -1.14862 -0.37 -0.14 0.24 0.30
H 4.93555 -3.05065 0.57002 0.16 -0.06 -0.09 0.43
H 4.23609 -4.24469 -0.50411 -0.06 0.04 -0.25 0.42
C -4.21516 4.15083 0.89328 0.03 0.03 0.00 -1.19
C -3.93586 2.66257 0.95027 -0.14 0.14 -0.34 0.53
O -4.98039 1.91756 0.33167 0.12 -0.24 0.19 -0.54
H -5.15868 4.37924 1.38906 0.04 0.00 0.06 0.27
H -3.41755 4.71740 1.37646 -0.02 0.03 -0.02 0.35
H -4.30559 4.48754 -0.14171 0.11 0.00 -0.01 0.39
H -3.86601 2.32565 1.98515 -0.07 -0.10 -0.03 0.37
H -2.98862 2.42759 0.44463 0.11 0.12 0.12 -0.48
H -5.04027 2.20338 -0.58548 -0.07 0.04 -0.01 0.32
C 7.66129 -5.54166 -3.26225 0.03 -0.02 0.03 -1.20
C 6.64818 -4.96497 -2.29281 0.25 0.20 -0.32 -0.09
O 7.21729 -3.90228 -1.52607 -0.06 -0.11 0.10 -0.53
H 8.53115 -5.91685 -2.72344 -0.05 -0.05 0.03 0.30
H 7.22833 -6.35732 -3.84251 0.01 0.02 -0.02 0.35
H 8.01605 -4.77305 -3.95298 -0.08 -0.02 -0.06 0.35
H 6.31169 -5.73116 -1.59547 0.02 0.12 0.13 0.30
H 5.77429 -4.57952 -2.83240 -0.08 -0.19 -0.03 0.22
H 7.50563 -3.22344 -2.14456 0.16 -0.04 0.01 0.30
C -5.80483 4.91504 4.45675 0.00 0.06 0.01 -0.71
C -7.26026 4.49927 4.56675 0.20 -0.25 -0.27 -0.26
O -7.86013 4.38516 3.27851 -0.08 0.18 0.08 -0.51
H -5.71922 5.86906 3.93486 -0.04 0.03 0.05 0.26
H -5.34803 5.01149 5.44301 0.03 -0.02 -0.02 0.36
H -5.23789 4.17911 3.87961 0.02 -0.06 0.09 0.04
H -7.82840 5.24219 5.12361 -0.09 -0.01 -0.09 0.30
H -7.34924 3.53854 5.08468 0.02 0.08 0.16 0.25
H -7.37159 3.71979 2.78480 -0.04 -0.05 -0.02 0.28
```
Positions in Å, forces in eV/Å.


(6)
DFT (ωB97M-V/def2-TZVPD) results for the molecule C7H15N3O at a distorted geometry.

Properties
- Expectation value of S²: 2.0071
- 2S+1: 3
- LUMO energy (alpha / beta): 0.706 / -1.260 eV
- Kohn-Sham gap (alpha / beta): 4.93 / 7.44 eV

Structure (XYZ):
```
26
Properties=species:S:1:pos:R:3:forces:R:3:nbo_charge:R:1
C 1.78171 -0.79514 -0.09137 8.15 2.76 0.37 0.15
C 1.79992 0.64725 0.10292 0.73 0.92 0.99 -0.53
C 0.37990 1.06755 0.06590 -1.55 0.08 -1.42 0.42
C 3.12758 -1.49879 0.10153 -1.25 -0.49 -1.15 -0.65
C -0.00092 1.98788 -1.03871 0.50 0.64 -1.02 -0.66
C -1.82400 -1.09214 1.29095 0.70 -0.84 1.27 -0.43
C -2.71839 -0.28573 -0.75575 0.64 1.78 0.69 -0.41
N 0.65570 -1.37324 -0.26224 -8.87 -3.28 -0.50 -0.38
N -0.33383 -0.40127 -0.45735 4.32 0.24 0.91 0.04
N -1.54360 -0.72519 -0.06435 -1.34 -0.20 0.30 -0.28
O -0.21867 1.55895 1.26677 -0.84 -1.76 -1.11 -0.70
H 2.13585 0.91558 1.14321 0.30 0.11 -0.72 0.23
H 2.48189 1.08157 -0.69644 -0.69 0.29 1.09 0.21
H 3.36121 -1.56040 1.18324 0.27 -0.06 -0.41 0.20
H 3.94801 -0.99467 -0.47859 -0.63 -0.12 0.79 0.21
H 3.05883 -2.52481 -0.33830 0.08 0.62 0.61 0.22
H 0.40511 1.66868 -1.99262 0.42 -0.37 -0.09 0.22
H 0.47071 2.98441 -0.86214 -1.09 -0.42 0.01 0.23
H -1.07725 1.89805 -1.23879 0.11 0.97 0.50 0.21
H -1.99522 -0.15775 1.87777 -0.60 -0.79 -0.03 0.17
H -2.72178 -1.80313 1.27962 1.40 0.96 0.47 0.21
H -0.87500 -1.51348 1.73895 -1.31 -0.08 -0.53 0.24
H -3.24263 -1.12903 -1.01775 -1.66 -1.92 -0.68 0.20
H -3.37298 0.40966 -0.21253 0.16 -0.26 0.54 0.18
H -2.49752 0.25917 -1.62170 0.71 0.49 -1.52 0.21
H -1.18467 1.37601 1.07777 1.35 0.71 0.64 0.47
```
Positions in Å, forces in eV/Å.


Which energy belongs to each record? In order, -27764.3530 -108009.5042 -41878.9719 -13843.2353 -65795.7015 -14012.9534 eV.